Formula: C14H14IrN3O2SSi
Source: the OMol25 dataset
Level of theory: ωB97M-V with the def2-TZVPD basis set

Last column: natural (NBO) charge in e.
Cartesian coordinates (Å):
C -1.927 3.038 -1.279  -0.52
H -3.949 1.909 3.888  0.22
C -1.561 2.873 1.665  -0.52
H -3.275 -0.676 0.508  0.42
C -0.974 3.883 2.429  -0.18
Ir -0.730 0.074 -0.376  1.03
N -2.572 -1.072 -0.113  -0.58
C -3.320 3.682 -3.614  -0.17
C -1.436 4.005 -2.159  -0.12
C -2.500 3.452 4.233  -0.18
H -2.230 -1.942 0.294  0.41
C -1.432 4.164 3.709  -0.19
C -3.849 2.754 -2.726  -0.19
H -4.046 -1.630 -1.483  0.43
C -3.166 2.457 -1.561  -0.21
Si -0.763 2.423 0.040  1.22
C 1.174 -1.786 0.938  0.14
H 0.506 3.162 -0.115  -0.13
O -2.994 -0.606 -3.558  -0.51
H -0.146 4.454 2.025  0.22
C -2.118 4.308 -3.330  -0.21
H -2.863 3.675 5.227  0.23
H -3.601 1.747 -0.861  0.18
C -2.643 2.181 2.206  -0.14
H -4.790 2.270 -2.949  0.23
H -3.856 3.927 -4.520  0.23
N 0.517 -0.793 0.719  -0.69
H -0.500 4.506 -1.942  0.21
H -0.955 4.935 4.298  0.23
C -2.541 -0.646 -2.464  0.86
H -3.133 1.402 1.627  0.16
H -1.708 5.030 -4.024  0.23
C -3.111 2.458 3.480  -0.23
N -3.092 -1.315 -1.392  -0.51
S 2.008 -3.053 1.256  0.25
O -1.364 0.006 -2.154  -0.63

## Properties
Max |F|, eV/A: 2.4
Energy above the lowest of the compared OMol25 structures with the same formula, charge and spin, kcal/mol: 27.8
Highest occupied orbital energy (spin up / spin down), eV: -12.04 / -12.04
2S+1: 2
Total energy, Eh: -1648.3171
Net charge: +1
E_LUMO (spin up / spin down), eV: -6.56 / -6.33
Frontier orbital gap (spin up / spin down), Ha: 0.201 / 0.210
<S²>: 0.80

Formula: C14H14N2O2Pd
Source: the OMol25 dataset
Level of theory: ωB97M-V with the def2-TZVPD basis set

Last column: natural (NBO) charge in e.
Cartesian coordinates (Å):
H 1.114 -0.743 3.402  0.21
H 5.452 0.134 -0.273  0.22
C -3.471 0.567 -2.382  -0.34
C 1.778 0.046 0.844  0.00
N 1.115 -0.956 -1.236  -0.83
O -2.955 2.253 -4.159  -0.63
H 2.506 0.720 2.735  0.22
H -2.418 -1.154 -2.967  0.38
H 3.632 -0.310 -1.879  0.21
H 1.427 -1.199 -2.163  0.39
H 4.815 0.859 2.041  0.22
N -2.670 -0.647 -2.080  -0.83
H -4.424 0.338 -2.827  0.21
C 4.428 0.204 0.029  -0.20
H -3.642 1.103 -1.427  0.21
H -2.825 0.409 0.768  0.20
C 0.465 -0.083 1.439  -0.14
C -2.607 1.579 -3.200  0.75
C -0.743 0.230 0.708  -0.25
C -2.126 -0.417 2.597  -0.22
C -1.968 0.059 1.320  -0.27
H -3.251 -1.299 -1.605  0.38
C 0.304 -0.435 2.761  -0.21
C 2.129 -0.320 -0.459  0.12
H -3.053 -0.513 3.138  0.21
H -1.065 -0.925 4.388  0.21
C 3.436 -0.113 -0.851  -0.23
C 2.793 0.457 1.702  -0.19
C -0.959 -0.618 3.355  -0.21
Pd -0.707 0.400 -1.388  1.00
C 4.113 0.508 1.327  -0.22
O -1.388 1.651 -2.852  -0.76
H 0.766 -1.784 -0.807  0.40

## Properties
Max |F|, eV/A: 2.9
Energy above the lowest of the compared OMol25 structures with the same formula, charge and spin, kcal/mol: 9.9
Highest occupied orbital energy (spin up / spin down), eV: -7.73 / -8.23
2S+1: 3
Total energy, Eh: -929.6834
Net charge: 0
E_LUMO (spin up / spin down), eV: 0.17 / -1.01
Frontier orbital gap (spin up / spin down), Ha: 0.290 / 0.265
<S²>: 2.01

Formula: C14H14N2O2S
Source: the OMol25 dataset
Level of theory: ωB97M-V with the def2-TZVPD basis set

Last column: natural (NBO) charge in e.
Cartesian coordinates (Å):
C 2.657 -0.711 -0.161  0.05
H 0.361 0.190 0.556  0.40
C -1.403 1.828 -0.297  -0.12
H 0.056 -1.723 1.515  0.21
C -2.290 2.809 -0.662  -0.26
O 2.684 1.524 -0.892  -0.53
C 2.082 -4.096 0.877  -0.45
C -0.491 4.313 -0.753  -0.23
C 1.919 -1.758 0.526  -0.15
H 0.133 -3.974 1.916  0.21
C -0.025 1.998 -0.261  0.11
C 0.526 -3.654 0.942  -0.36
H -0.166 5.323 -0.832  0.21
H -3.297 2.641 -0.615  0.21
H 2.388 -4.701 1.735  0.23
N 3.896 -1.117 -0.243  -0.06
H 1.439 3.557 -0.480  0.24
H 2.118 -4.767 0.014  0.23
C 2.066 0.666 -0.431  0.67
C 0.444 -2.119 0.646  -0.45
H -2.484 4.844 -1.172  0.21
N 0.839 0.977 0.113  -0.62
C 2.746 -2.803 0.649  0.33
H -3.878 0.866 -1.296  0.23
H -0.233 -1.859 -0.125  0.23
C -3.812 0.394 -0.312  -0.75
C -1.830 4.026 -0.937  -0.19
H -4.131 -0.642 -0.461  0.24
O 3.956 -2.528 0.126  -0.28
S -2.077 0.326 0.271  0.21
H -4.553 0.978 0.307  0.22
H -0.051 -4.189 0.241  0.21
C 0.411 3.380 -0.504  -0.18

## Properties
Max |F|, eV/A: 5.8
Energy above the lowest of the compared OMol25 structures with the same formula, charge and spin, kcal/mol: 102.7
Highest occupied orbital energy, eV: -8.20
2S+1: 1
Total energy, Eh: -1199.9574
Net charge: 0
E_LUMO, eV: 0.32
Frontier orbital gap, Ha: 0.313

Formula: C14H14N2O4
Source: the OMol25 dataset
Level of theory: ωB97M-V with the def2-TZVPD basis set

Last column: natural (NBO) charge in e.
Cartesian coordinates (Å):
C 2.727 -1.119 -0.272  -0.51
C 2.762 -1.911 2.771  -0.62
C 3.586 -2.641 1.714  -0.40
H 3.491 -0.416 0.089  0.24
C -1.387 0.454 2.046  0.68
H 2.960 -1.195 -1.407  0.25
N -0.824 4.298 -2.590  0.50
H -2.167 1.893 3.066  0.43
O -0.677 3.565 -3.576  -0.36
C 1.376 -0.583 -0.121  0.07
H -1.204 4.608 1.986  0.23
H -1.120 1.666 -1.948  0.25
C -1.198 2.491 1.240  0.28
H 4.635 -2.248 1.836  0.19
H 2.796 -0.828 2.559  0.20
C -1.110 3.922 1.133  -0.28
H -0.823 5.634 -0.425  0.26
C -1.111 0.256 0.490  0.10
H 3.933 -3.039 -0.224  0.22
H 1.646 -2.021 2.626  0.21
H 3.156 -2.129 3.761  0.22
H -2.094 -1.380 0.686  0.49
C -1.172 2.355 -1.148  -0.12
O -2.068 -0.671 0.020  -0.68
N -1.443 1.723 2.361  -0.62
H 3.715 -3.710 2.022  0.21
C 0.204 -0.264 0.094  -0.08
O -0.980 5.524 -2.690  -0.39
O -1.638 -0.436 2.861  -0.58
C -1.026 3.762 -1.326  -0.01
C -1.197 1.705 0.059  -0.07
H 2.178 -3.313 0.207  0.22
C 3.049 -2.530 0.289  -0.39
C -0.985 4.571 -0.197  -0.13

## Properties
Max |F|, eV/A: 4.8
Energy above the lowest of the compared OMol25 structures with the same formula, charge and spin, kcal/mol: 197.3
Highest occupied orbital energy, eV: -9.62
2S+1: 1
Total energy, Eh: -952.1523
Net charge: 0
E_LUMO, eV: -1.02
Frontier orbital gap, Ha: 0.316

Formula: C14H14N2O4Zr
Source: the OMol25 dataset
Level of theory: ωB97M-V with the def2-TZVPD basis set

Last column: Löwdin charge in e.
Cartesian coordinates (Å):
N 4.667 3.795 2.245  -0.40
H 4.392 1.282 3.208  0.12
C -3.308 -2.839 -0.638  -0.21
C 1.655 2.251 0.636  0.00
C -3.954 -1.749 -1.285  -0.22
H 2.625 4.154 0.506  0.12
H 2.663 -0.333 2.619  0.12
H -4.307 0.372 -0.631  0.11
O -0.218 0.240 -0.150  -0.22
H -1.920 0.198 -3.249  0.08
C -2.847 -2.382 0.631  -0.21
H -3.163 -3.840 -1.047  0.12
H 0.555 -2.913 -0.946  0.03
O 0.587 -1.194 1.430  -0.05
O 4.676 4.881 1.747  0.09
N -0.175 -2.191 -0.923  -0.26
O 5.525 3.507 3.024  0.09
H 0.902 2.533 -0.089  0.11
H -4.430 -1.777 -2.267  0.11
C 3.631 1.571 2.493  0.02
C 1.643 0.975 1.222  -0.13
C 0.616 -0.020 0.839  -0.49
H -2.995 -0.372 1.621  0.12
C -3.221 -1.013 0.768  -0.19
C 3.648 2.851 1.906  -0.14
H -2.296 -2.973 1.364  0.12
Zr -1.592 -1.214 -0.979  1.41
C -0.493 -1.410 -3.211  -0.13
C 2.643 3.179 0.976  0.02
H -0.281 -2.448 -3.485  0.08
C -3.904 -0.620 -0.417  -0.19
C -1.756 -0.882 -3.338  -0.19
C 2.639 0.646 2.156  0.01
H 0.372 -0.768 -3.023  0.08
H -2.581 -1.493 -3.715  0.07

## Properties
Max |F|, eV/A: 6.6
Energy above the lowest of the compared OMol25 structures with the same formula, charge and spin, kcal/mol: 18.7
Highest occupied orbital energy, eV: -8.93
2S+1: 1
Total energy, Eh: -999.2880
Net charge: 0
E_LUMO, eV: -0.60
Frontier orbital gap, Ha: 0.306

Formula: C14H14N3O8P2Pt
Source: the OMol25 dataset
Level of theory: ωB97M-V with the def2-TZVPD basis set

Last column: natural (NBO) charge in e.
Cartesian coordinates (Å):
O -0.224 3.011 -1.688  -1.12
H 2.547 -0.916 -4.350  0.23
H -0.803 -4.708 -0.598  0.22
C 1.632 -0.556 -2.458  0.10
H -4.452 -0.211 6.627  0.20
H 2.049 0.439 -2.332  0.28
O 1.183 1.709 -0.007  -1.14
C -0.715 -2.574 -0.543  0.21
H -1.861 1.506 3.666  0.25
C 1.283 -2.546 -3.734  -0.16
C -1.478 -3.853 -0.521  -0.67
H -3.237 1.746 5.726  0.21
H -4.302 -2.393 5.472  0.20
C -3.003 -1.662 3.933  -0.20
O 2.221 2.488 -2.231  -1.17
H -2.915 3.462 -2.254  0.49
H 1.457 -3.150 -4.615  0.21
N -0.814 -1.670 0.371  -0.18
H 2.158 4.621 -0.994  0.49
H -0.091 -3.942 -2.830  0.22
C 0.205 -2.203 -1.631  0.18
C -2.397 0.663 4.081  -0.19
P -1.482 1.936 -1.918  2.52
C 0.422 -2.995 -2.740  -0.24
C -3.168 0.788 5.227  -0.22
H -2.934 -2.606 3.411  0.23
C 1.892 -1.318 -3.591  -0.24
C -3.768 -1.535 5.082  -0.23
C -2.312 -0.563 3.431  -0.04
C -3.851 -0.310 5.731  -0.21
H -2.177 -3.898 -1.359  0.23
P 1.238 2.728 -1.144  2.57
O -0.982 0.813 -2.748  -1.18
O -2.143 1.741 -0.601  -1.18
C -1.483 -0.666 2.202  0.58
O -0.686 0.306 1.962  -0.65
O 1.596 4.115 -0.399  -1.00
N 0.830 -1.001 -1.499  -0.40
H -2.039 -3.918 0.407  0.26
Pt 0.163 -0.046 0.137  0.99
O -2.417 2.889 -2.846  -1.01
N -1.627 -1.763 1.467  -0.46

## Properties
Max |F|, eV/A: 0.6
Energy above the lowest of the compared OMol25 structures with the same formula, charge and spin, kcal/mol: 0.0
Highest occupied orbital energy, eV: -5.54
2S+1: 1
Total energy, Eh: -2110.5154
Net charge: -1
E_LUMO, eV: 1.95
Frontier orbital gap, Ha: 0.275

Formula: C14H14N4O4S2
Source: the OMol25 dataset
Level of theory: ωB97M-V with the def2-TZVPD basis set

Last column: natural (NBO) charge in e.
Cartesian coordinates (Å):
O 2.532 3.361 0.124  -0.61
C 3.819 0.785 0.063  -0.32
H -0.019 3.161 -1.784  0.25
H 7.339 -1.599 -0.004  0.16
C 3.135 -1.889 -0.615  -0.24
H 1.249 -1.061 -1.181  0.22
O 5.983 -0.215 0.699  -0.49
H 6.739 -1.870 1.667  0.16
H -5.636 -0.480 2.859  0.22
H -5.554 0.303 0.495  0.21
O -5.565 -2.649 -0.735  -0.57
C -5.709 -0.753 0.721  -0.51
H 0.702 1.080 -1.061  0.44
H 4.080 1.796 0.323  0.27
N -1.185 0.968 -1.070  -0.34
H -4.081 -0.924 2.156  0.21
H -3.464 -1.936 -1.494  0.44
H 2.881 -2.904 -0.871  0.23
O 5.441 -2.387 0.152  -0.48
N -1.901 -0.116 -1.326  -0.30
N 1.578 1.438 -0.675  -0.62
C 0.332 3.481 -0.804  -0.61
C -2.997 -0.205 -0.648  0.23
C 2.230 -0.847 -0.784  -0.25
C 6.456 -1.544 0.653  0.24
C 1.616 2.758 -0.387  0.66
S -1.039 3.240 0.376  0.33
C 4.372 -1.570 -0.109  0.20
H -6.779 -0.960 0.703  0.25
C 2.558 0.465 -0.454  0.15
C 4.701 -0.254 0.223  0.32
S -3.236 1.160 0.453  0.35
N -3.824 -1.271 -0.813  -0.63
C -1.705 1.748 -0.180  -0.14
C -5.153 -1.096 2.105  -0.60
H 0.518 4.555 -0.791  0.26
C -5.070 -1.629 -0.321  0.70
H -5.346 -2.142 2.333  0.22

## Properties
Max |F|, eV/A: 1.8
Energy above the lowest of the compared OMol25 structures with the same formula, charge and spin, kcal/mol: 0.5
Highest occupied orbital energy, eV: -7.65
2S+1: 1
Total energy, Eh: -1858.2598
Net charge: 0
E_LUMO, eV: 0.16
Frontier orbital gap, Ha: 0.287